DFT (ωB97M-V/def2-TZVPD) results for 9 unconnected molecules or ions with the total composition C18H54O18.

For the electronic energy, the calculation gives -2072.211642 Ha. As for the LUMO energy: 0.1 eV. As for the HOMO energy: -9.52 eV. Its structure (SMILES) is OCCO.OCCO.OCCO.OCCO.OCCO.OCCO.OCCO.OCCO.OCCO.

The geometry in XYZ format:
```
90
Properties=species:S:1:pos:R:3:forces:R:3
O 0.252298 -0.626470 1.661473 -0.5 0.3 1.1
C 0.988156 -0.438363 0.507990 0.2 1.3 -2.2
C 1.460852 1.023804 0.215551 0.2 -0.1 0.8
O 0.493366 1.847771 -0.474622 0.3 -1.0 0.4
H -0.391598 -1.318576 1.494195 0.0 0.0 0.1
H 1.816115 -1.145498 0.457561 0.4 0.2 0.1
H 0.360279 -0.628140 -0.362566 -0.1 -0.3 -0.3
H 2.396881 1.008040 -0.342752 0.0 -0.4 -0.5
H 1.763942 1.541078 1.125858 -0.3 -0.2 0.5
H 0.876283 2.727997 -0.460799 -0.2 0.2 -0.1
O -3.159324 3.647565 1.043053 1.0 -0.1 -0.3
C -4.257604 2.895916 1.482787 0.8 1.0 1.0
C -4.053413 2.425935 2.977001 -2.6 1.9 -2.0
O -3.832498 3.614017 3.767010 1.1 -0.9 -0.1
H -2.402289 3.062954 1.125106 0.5 0.2 -0.2
H -5.010616 3.683991 1.485084 -0.7 -0.6 0.1
H -4.464638 2.110600 0.755786 -0.4 -0.4 0.3
H -3.346931 1.596272 3.002638 0.2 0.4 0.8
H -5.095704 2.159707 3.152640 0.2 -1.2 0.6
H -4.637292 3.885426 4.214493 0.0 -0.3 -0.1
O 4.457091 -5.403086 2.031565 0.6 -1.2 -1.4
C 4.877391 -6.590477 1.245667 -1.6 -0.5 1.7
C 4.559260 -7.799507 2.253684 1.1 0.5 -0.6
O 4.995062 -9.104089 1.849370 0.0 0.6 0.1
H 3.510502 -5.533625 2.123883 -0.2 0.3 0.2
H 4.245581 -6.765385 0.374847 -0.2 0.4 -0.1
H 5.873184 -6.424672 0.834557 0.2 -0.3 0.8
H 3.484262 -7.864781 2.421649 -0.2 0.3 -0.3
H 4.982791 -7.535910 3.222835 0.2 0.1 0.0
H 5.639061 -9.379338 2.505952 0.1 -0.2 -0.2
O 4.456441 7.911881 -2.604087 0.1 1.2 -0.7
C 4.541471 6.733186 -1.897058 -0.3 -1.1 1.3
C 3.836119 6.889283 -0.563168 -0.8 -0.4 1.1
O 2.402102 6.742272 -0.590729 0.8 0.1 -0.4
H 4.682204 7.766181 -3.525716 0.0 0.0 0.0
H 4.106431 5.899479 -2.448240 -0.3 -0.1 0.0
H 5.548319 6.402784 -1.641726 0.6 0.3 -0.2
H 4.016597 7.814764 -0.016359 0.5 0.5 -0.7
H 4.209940 6.171677 0.167182 -0.1 -0.6 -0.3
H 2.114552 7.593323 -0.929299 -0.5 0.0 -0.1
O -2.172811 -5.443427 2.246998 0.3 0.0 -0.8
C -2.463400 -6.791254 1.923076 -1.3 0.2 0.6
C -3.608860 -7.349395 2.782425 0.2 -0.7 -0.9
O -3.378401 -7.428723 4.158683 0.9 -0.1 0.8
H -1.770933 -5.357538 3.114578 0.0 -0.4 0.1
H -2.860512 -6.870949 0.911125 -0.1 0.7 -0.2
H -1.631092 -7.490087 1.839482 0.5 0.2 0.8
H -3.647506 -8.367532 2.395098 -0.5 -0.4 0.2
H -4.574937 -6.890692 2.571750 0.2 0.3 -0.2
H -3.949241 -6.896086 4.717287 -0.1 0.2 -0.5
O -2.741108 -1.479088 -5.108640 -0.9 0.2 -0.2
C -2.492900 -0.113312 -4.794413 1.7 0.5 -1.1
C -3.439626 0.527384 -3.849620 -1.6 -1.7 1.2
O -4.837545 0.389324 -4.224957 0.5 1.0 0.1
H -2.060744 -2.014998 -4.694513 -0.1 0.1 0.0
H -1.452267 -0.123635 -4.470258 0.0 0.7 0.7
H -2.446789 0.543710 -5.662921 -0.3 -0.6 -0.8
H -3.265594 1.577521 -3.615036 0.2 -0.1 -0.4
H -3.332652 -0.050540 -2.931648 -0.1 0.2 0.5
H -5.027697 -0.329346 -4.832368 0.6 -0.3 0.0
O -2.942570 7.255961 -6.025759 -0.9 -0.1 0.7
C -1.528789 7.119041 -5.939772 -0.8 0.1 0.4
C -1.152978 6.677841 -4.523183 0.0 -0.2 0.4
O -1.193314 7.756527 -3.534300 0.3 -1.1 -1.5
H -3.203463 7.691622 -6.840458 0.2 0.0 0.0
H -1.275312 6.369034 -6.689001 0.8 0.1 0.1
H -1.150854 8.124061 -6.127379 0.9 -0.2 -0.2
H -0.201260 6.147238 -4.551628 0.6 0.9 0.1
H -1.761890 5.856107 -4.146255 -0.8 0.1 -0.3
H -1.982576 8.223161 -3.818761 -0.3 0.4 0.4
O -5.967611 -3.177599 6.004990 1.8 0.2 0.1
C -4.653269 -2.639624 6.302174 -0.3 1.5 0.8
C -4.752486 -1.242358 6.978030 -0.1 -2.0 0.7
O -5.444260 -1.394788 8.249629 0.2 0.4 -0.8
H -6.094539 -3.776507 6.744438 -0.5 -0.1 0.0
H -4.083366 -3.262027 6.992032 -0.2 -0.4 0.0
H -3.987841 -2.456547 5.458502 -0.5 -0.5 -0.7
H -5.234260 -0.553612 6.284031 0.0 0.3 0.3
H -3.735247 -0.979902 7.268606 0.2 0.5 -0.7
H -4.845769 -0.973684 8.870986 -0.4 0.0 0.3
O 7.306644 0.393701 -3.447309 -0.1 0.3 -1.4
C 7.362816 -0.714876 -2.607185 0.9 -0.8 1.8
C 6.437761 -1.837588 -2.986038 -1.6 -0.5 -0.1
O 6.769272 -2.416855 -4.218646 0.4 -0.4 -0.9
H 8.143398 0.853815 -3.348617 -0.1 0.1 -0.2
H 8.330240 -1.216146 -2.577016 0.5 0.3 -0.4
H 7.280824 -0.276625 -1.612535 -0.7 -0.8 0.6
H 5.376186 -1.601339 -2.912991 -0.3 0.9 -0.6
H 6.378871 -2.743983 -2.383481 1.1 0.4 1.0
H 6.665631 -1.843375 -4.981527 -0.1 0.4 0.3
```
Positions in Å, forces in eV/Å.

Mulliken population analysis, charges in e, atoms 1 to 6:
1. O -0.51
2. C -0.30
3. C -0.44
4. O -0.51
5. H 0.32
6. H 0.28

***

DFT (ωB97M-V/def2-TZVPD) results for 6 unconnected molecules or ions with the total composition C18H54O24P6.

For the electronic energy, the calculation gives -4572.473117 Ha. As for the LUMO energy: 0.4 eV. As for the HOMO energy: -10.12 eV. Its structure (SMILES) is COP(=O)(OC)OC.COP(=O)(OC)OC.COP(=O)(OC)OC.COP(=O)(OC)OC.COP(=O)(OC)OC.COP(=O)(OC)OC.

The geometry in XYZ format:
```
102
Properties=species:S:1:pos:R:3:forces:R:3
C -32.011970 11.498382 0.412558 -1.1 0.4 0.4
O -31.627239 10.137932 0.103803 1.6 0.4 -2.0
P -30.796938 9.831304 -1.324801 0.7 1.7 -0.2
O -30.502260 11.014030 -2.230704 -0.7 -2.3 2.2
O -29.515075 9.051124 -0.733492 0.0 -0.6 0.3
C -28.397192 8.413423 -1.414131 0.1 1.0 -2.5
O -31.699267 8.709588 -2.055549 3.2 0.4 1.8
C -33.033448 8.912494 -2.155616 -3.5 0.0 -1.1
H -33.089262 11.491006 0.578409 -0.3 -0.1 -0.7
H -31.742254 12.263541 -0.315373 0.1 -0.5 -0.3
H -31.734849 11.895386 1.389126 1.2 -0.8 0.1
H -28.507089 7.384885 -1.757839 -1.0 0.0 0.5
H -27.364541 8.444388 -1.066586 -0.6 0.5 1.9
H -28.216034 8.998469 -2.315798 -0.4 0.0 -0.4
H -33.275632 9.021092 -3.212802 -0.2 0.1 -0.1
H -33.495597 9.755822 -1.642470 0.7 0.4 0.2
H -33.615057 8.068826 -1.784062 0.3 -0.4 0.0
C -16.608596 10.419517 15.145912 -0.5 -0.3 0.5
O -16.703569 11.655839 14.369123 0.9 -0.4 -0.3
P -15.319144 12.223727 13.754019 1.8 -0.3 1.4
O -14.415727 11.169678 13.188734 -1.4 1.7 0.7
O -14.700419 12.990255 15.120188 0.5 -0.7 -1.6
C -13.397949 12.603736 15.652085 0.0 -2.0 -0.5
O -15.714041 13.459060 12.785894 -0.3 -1.1 1.3
C -16.832083 13.308596 11.901333 -1.0 -0.7 -0.1
H -15.631380 9.973174 15.330147 0.4 0.7 -0.6
H -17.189305 9.612810 14.698597 -0.1 0.4 -0.4
H -17.023596 10.574445 16.141844 -0.2 0.5 -0.2
H -13.493332 12.015399 16.564695 -0.6 1.0 0.7
H -12.592564 13.336228 15.705947 -0.8 0.6 0.0
H -12.966033 11.765527 15.105312 -0.1 0.3 -1.1
H -17.458219 12.451142 12.147996 0.5 -0.5 0.1
H -16.500423 13.201159 10.868583 0.1 0.3 0.2
H -17.591061 14.081317 12.023666 0.7 0.7 0.0
C -19.980819 4.497597 3.471780 1.0 0.5 1.3
O -20.363418 5.908034 3.395154 -0.5 1.2 0.6
P -20.838929 6.810162 4.691125 -3.6 -3.1 -0.8
O -21.856010 5.954182 5.417493 1.7 2.1 -0.3
O -21.472832 8.164738 3.987737 0.7 -1.0 1.3
C -22.213640 9.154397 4.774628 0.5 0.0 0.5
O -19.552351 7.189886 5.492729 0.3 0.5 -0.7
C -19.474074 7.807884 6.822453 0.2 -1.1 -1.6
H -20.468675 3.820601 4.173041 -0.9 0.9 0.4
H -18.969490 4.579235 3.870100 0.3 -0.6 -0.5
H -20.043703 3.939045 2.537889 0.1 1.0 -0.4
H -22.299352 9.012921 5.852008 0.1 -1.2 0.1
H -23.241913 9.245173 4.424607 0.4 0.0 -0.4
H -21.651171 10.087834 4.795245 -0.1 0.1 -0.9
H -19.818998 7.003776 7.472498 0.0 0.7 0.5
H -20.044225 8.736828 6.813394 0.1 -0.2 0.4
H -18.395871 7.963281 6.860138 -0.3 0.3 0.7
C -21.301910 -9.273822 1.300757 -0.2 -0.6 -1.4
O -21.597941 -8.170188 2.085478 -0.5 1.2 2.0
P -20.626541 -7.371729 3.080903 1.4 1.0 -2.3
O -19.631612 -6.518423 2.283538 -2.5 -2.0 2.8
O -21.712205 -6.632817 4.058810 1.5 -1.8 -0.8
C -21.840761 -5.232652 3.841186 0.2 0.1 -0.8
O -19.963125 -8.538559 3.960211 0.4 1.4 -0.7
C -20.758045 -9.329776 4.790780 -1.7 -0.7 0.7
H -20.364600 -9.782396 1.526412 0.1 0.2 0.1
H -21.342858 -8.904081 0.276205 0.6 -0.3 -0.2
H -22.124123 -9.988014 1.345331 0.0 -0.1 0.4
H -21.004096 -4.749893 4.346199 -0.4 0.4 0.0
H -22.840212 -4.932006 4.155549 0.3 0.1 0.2
H -21.742551 -5.110636 2.762496 -0.1 0.7 0.1
H -20.191735 -9.720069 5.636378 0.1 0.2 -0.2
H -21.253858 -10.149636 4.271080 0.6 -0.4 -0.4
H -21.643830 -8.797961 5.138141 0.3 0.4 0.5
C -17.850731 13.024517 0.409880 -1.0 0.2 0.0
O -16.999557 14.152376 0.273342 0.6 1.6 1.1
P -16.724533 15.124037 1.543925 0.5 0.5 -0.1
O -17.755197 15.184549 2.581347 -0.4 -0.5 0.0
O -15.287530 14.746215 2.134820 0.0 -0.4 -0.7
C -15.221661 13.759060 3.207557 -0.6 1.2 -0.8
O -16.403871 16.529615 0.885113 -0.3 -1.1 -0.9
C -16.327259 17.719582 1.642370 -0.2 1.2 -0.3
H -18.178678 12.783376 -0.601254 0.6 -0.6 0.0
H -18.794490 13.264176 0.899761 0.2 0.3 0.4
H -17.362813 12.237461 0.984838 0.0 -0.2 -0.5
H -16.081740 13.105624 3.061297 0.2 -0.3 0.6
H -15.321817 14.405512 4.079434 0.1 -0.8 0.5
H -14.266674 13.239523 3.128902 -0.2 0.1 0.1
H -16.543211 17.578309 2.701382 0.6 -0.1 0.0
H -17.038550 18.471562 1.300781 -0.7 -0.5 -0.2
H -15.412062 18.233677 1.348742 0.5 -0.5 0.8
C -27.929415 18.158867 -0.171814 0.2 0.3 -0.9
O -27.400171 18.297071 1.120246 0.6 1.1 2.0
P -27.156394 19.767954 1.754106 0.4 1.5 -1.0
O -26.222379 20.669058 0.982313 -2.3 -1.8 1.2
O -28.673162 20.338756 1.991509 1.8 -0.1 -0.6
C -29.634744 19.628579 2.773711 0.3 -0.1 0.4
O -26.653172 19.501246 3.239624 -0.2 -0.5 0.1
C -25.385149 18.884504 3.485759 1.2 -0.5 -0.8
H -27.961609 19.112819 -0.698179 0.0 0.1 0.0
H -28.947097 17.773360 -0.110110 0.2 -0.3 -0.1
H -27.214921 17.515866 -0.685768 -0.5 -0.2 -0.3
H -29.391784 18.566069 2.785827 -0.3 -0.1 -0.1
H -30.630012 19.820235 2.372715 0.2 -0.1 -0.2
H -29.605846 20.004216 3.796528 0.1 0.0 0.0
H -24.740834 19.395105 4.201468 -0.8 0.4 0.4
H -24.754779 18.879129 2.596546 -0.3 0.1 -0.4
H -25.466400 17.836775 3.775162 -0.5 0.1 0.2
```
Positions in Å, forces in eV/Å.

Mulliken population analysis, charges in e, atoms 1 to 6:
1. C -0.71
2. O -0.31
3. P 1.02
4. O -0.66
5. O -0.28
6. C -0.75